## w
Below is a structure of composition C4H9N3O, with properties calculated with ωB97M-V with the def2-TZVPD basis set.

```
17
Properties=species:S:1:pos:R:3:nbo_charge:R:1
H 0.62 -1.00 1.83 0.2263
N -0.10 0.87 -0.67 -0.0897
C -1.07 -0.45 -0.93 0.5440
H -1.52 -0.46 1.21 0.2220
O -1.37 -0.69 -2.07 -0.5603
H 0.29 -0.91 -0.50 0.0986
H 0.92 2.19 -1.44 0.3311
N 2.33 0.20 -0.49 -0.7212
N 0.00 1.73 -1.54 -0.2478
H -2.22 -1.79 0.26 0.2433
C 1.17 0.09 0.03 0.2666
H 2.03 0.05 1.96 0.2527
C -1.97 -0.73 0.26 -0.7034
H 2.33 0.36 -1.50 0.3395
C 1.03 -0.04 1.54 -0.6669
H 0.40 0.75 1.95 0.2215
H -2.88 -0.16 0.11 0.2437
```

Calculated values
lowest unoccupied orbital energy (spin up / spin down)	-0.4535 / -0.4528	eV
highest occupied orbital energy (spin up / spin down)	-8.7187 / -8.7190	eV
HOMO-LUMO gap (spin up / spin down)	8.265 / 8.266	eV

=====

## x
Below is an isolated molecule of C4H9N3O, with properties calculated with ωB97M-V with the def2-TZVPD basis set.

```
17
Properties=species:S:1:pos:R:3:nbo_charge:R:1
H -0.35 1.31 -1.36 0.1620
N 1.36 1.23 -0.10 -0.8480
C -1.90 1.00 0.57 -0.4063
C -0.80 0.26 0.44 0.1140
C 0.09 -1.75 1.42 0.4667
H 1.59 -0.43 -1.74 0.3875
O 0.68 -2.39 0.43 -0.6972
H -2.59 0.82 1.38 0.2105
H -2.17 1.76 -0.15 0.1875
H 1.79 1.90 -0.73 0.3639
H 0.04 -0.72 -2.25 0.3787
H 0.16 -2.29 2.36 0.1522
H 0.67 -1.81 -0.39 0.4936
C 0.18 0.62 -0.67 0.0712
N 0.63 -0.56 -1.44 -0.8508
N -0.54 -0.66 1.44 -0.5696
H 1.14 1.70 0.78 0.3841
```

Calculated values
lowest unoccupied orbital energy	0.7016	eV
highest occupied orbital energy	-8.4228	eV
HOMO-LUMO gap	9.124	eV
SMILES	C=C(/N=C\O)C(N)N

=====

## y
Below is an isolated molecule of C4H9N3O, with properties calculated with ωB97M-V with the def2-TZVPD basis set.

```
17
Properties=species:S:1:pos:R:3:nbo_charge:R:1
O -1.77 0.05 -1.08 -0.7077
N 1.05 1.91 0.50 -0.6645
C -0.45 -0.01 -0.77 0.6116
C 1.73 -0.83 -1.28 -0.4344
H 1.84 -1.80 -0.77 0.1866
H -1.82 -1.25 1.54 0.2092
N -0.25 0.02 1.01 -0.5535
H 2.21 -0.07 -0.65 0.1765
H -1.84 -0.26 -2.00 0.5062
N 0.35 -0.56 -1.59 -0.5920
H 1.31 2.52 -0.26 0.3589
H 0.56 -0.26 1.56 0.4000
H 2.29 -0.90 -2.21 0.2037
H -1.39 -0.04 2.76 0.2065
C 0.01 1.25 0.23 0.2796
C -1.52 -0.22 1.70 -0.4172
H -2.29 0.45 1.31 0.2306
```

Calculated values
lowest unoccupied orbital energy	0.6914	eV
highest occupied orbital energy	-8.0461	eV
HOMO-LUMO gap	8.738	eV

=====

## z
Below is an isolated molecule of C4H9N3O, with properties calculated with ωB97M-V with the def2-TZVPD basis set.

```
17
Properties=species:S:1:pos:R:3:nbo_charge:R:1
C -0.04 1.27 0.54 -0.4515
H 0.20 3.31 -0.24 0.2264
H 1.70 -2.31 1.87 0.4771
H 0.46 1.47 1.51 0.2374
C 0.39 -0.18 0.27 0.3679
H -1.26 -1.51 1.03 0.3399
O 1.33 -2.10 1.02 -0.5539
N 0.11 -0.88 -0.93 -0.6658
H -1.16 1.29 0.67 0.2244
C 0.39 2.22 -0.52 -0.6139
H -0.13 1.95 -1.45 0.1978
H 1.46 2.18 -0.79 0.2142
C -1.10 -1.66 -0.89 0.2640
H 0.10 -0.36 -1.76 0.3857
N 0.86 -0.80 1.27 -0.1694
H -1.54 -2.07 -1.79 0.1883
N -1.76 -1.84 0.19 -0.6686
```

Calculated values
lowest unoccupied orbital energy	0.8503	eV
highest occupied orbital energy	-9.4208	eV
HOMO-LUMO gap	10.271	eV
SMILES	[H]/N=C\N/C(CC)=N\O

=====

Of them, x has the highest stability.

=====

## w
Below is an isolated molecule of C4H9N3O, with properties calculated with ωB97M-V with the def2-TZVPD basis set.

```
17
Properties=species:S:1:pos:R:3:nbo_charge:R:1
H 0.31 -1.06 -1.45 0.3947
H 1.90 -0.61 1.96 0.4113
H -0.25 0.44 1.89 0.2406
H -1.33 0.75 -1.48 0.1543
H -1.82 -1.18 0.55 0.2328
N -0.27 -1.61 -0.83 -0.8767
O -2.10 1.43 0.29 -0.7486
N 1.20 -0.94 1.32 -0.6924
C -0.92 -0.74 0.14 -0.2094
C 0.40 1.48 -0.32 0.0055
H 2.03 1.84 -1.26 0.3352
C -1.29 0.76 -0.38 0.2178
H 1.39 -1.69 0.66 0.4354
H 0.35 2.43 0.24 0.1459
N 1.30 1.14 -1.14 -0.7038
C 0.05 -0.32 1.17 0.2778
H -0.95 -2.12 -1.37 0.3798
```

Calculated values
lowest unoccupied orbital energy	-0.1965	eV
highest occupied orbital energy	-7.3800	eV
HOMO-LUMO gap	7.183	eV

=====

## x
Below is a structure of composition C4H9N3O, with properties calculated with ωB97M-V with the def2-TZVPD basis set.

```
17
Properties=species:S:1:pos:R:3:nbo_charge:R:1
H -2.64 0.67 -0.97 0.2014
C -1.94 -0.14 -1.08 -0.4345
O 1.28 -1.75 -0.85 -0.7256
H 2.18 -1.55 -0.53 0.4821
H 1.45 0.23 -1.48 0.1848
H 1.67 1.68 1.17 0.3870
C -0.79 -0.19 -0.39 0.1708
C -0.05 0.74 1.14 0.5244
N 1.35 0.72 1.21 -0.8782
H -1.66 1.58 1.64 0.3375
H 0.26 -0.80 -2.35 0.1662
C 0.75 -0.60 -1.40 -0.0793
H 0.08 -1.27 1.01 0.3919
N -0.66 1.79 1.62 -0.6636
N -0.64 -0.55 0.96 -0.6616
H -2.26 -0.87 -1.81 0.2142
H 1.64 0.34 2.11 0.3822
```

Calculated values
lowest unoccupied orbital energy (spin up / spin down)	-0.1749 / -0.1770	eV
highest occupied orbital energy (spin up / spin down)	-7.7034 / -7.9073	eV
HOMO-LUMO gap (spin up / spin down)	7.529 / 7.730	eV

=====

Of them, w has the highest stability.

=====

## w
Below is an isolated molecule of C4H9N3O, with properties calculated with ωB97M-V with the def2-TZVPD basis set.

```
17
Properties=species:S:1:pos:R:3:nbo_charge:R:1
N 0.57 0.39 -0.59 -0.4645
H 2.31 -0.48 1.86 0.2368
O 0.72 1.57 1.56 -0.7230
H 1.44 -1.68 0.90 0.2313
C 1.31 -0.81 1.56 -0.6509
H 0.78 -1.14 2.45 0.2305
H -0.44 -1.76 -0.70 0.3607
H 1.35 2.12 1.05 0.4801
C -0.66 1.06 -1.10 0.1140
C 0.57 0.31 0.90 0.3956
H -1.08 -0.37 -2.45 0.3730
H -0.72 2.12 -0.88 0.1992
N -1.03 0.65 -2.45 -0.8036
C -0.67 0.10 0.06 0.1377
N -1.17 -1.26 -0.19 -0.8557
H -1.98 0.95 -2.65 0.3709
H -1.28 -1.75 0.69 0.3678
```

Calculated values
lowest unoccupied orbital energy	0.9237	eV
highest occupied orbital energy	-9.1589	eV
HOMO-LUMO gap	10.083	eV
SMILES	C[C@@]1(O)N2[C@@H](N)[C@@]21N

=====

## x
Below is a structure of composition C4H9N3O, with properties calculated with ωB97M-V with the def2-TZVPD basis set.

```
17
Properties=species:S:1:pos:R:3:nbo_charge:R:1
H -0.42 1.64 1.28 0.4564
H -2.93 -0.56 -0.26 0.3530
C -1.25 0.67 -0.17 0.0157
H 3.26 1.14 -0.04 0.1739
N -2.28 -1.49 0.18 -0.8124
H 4.37 -0.87 0.20 0.2463
C -1.28 -0.47 0.56 -0.1157
H -1.88 -2.24 -0.69 0.3677
H -1.99 0.99 -0.75 0.2075
N 0.92 0.19 -0.14 -0.4855
H 1.19 1.19 -0.67 0.3740
H -0.75 -0.70 1.45 0.2323
H -0.66 -0.65 -1.47 0.1928
O -0.89 2.01 0.11 -0.6601
C -0.36 -0.20 -0.59 -0.1101
C 3.31 -0.19 0.19 -0.2210
N 1.99 -0.83 -0.03 -0.2150
```

Calculated values
lowest unoccupied orbital energy	0.2486	eV
highest occupied orbital energy	-8.7246	eV
HOMO-LUMO gap	8.973	eV

=====

## y
Below is a structure of composition C4H9N3O, with properties calculated with ωB97M-V with the def2-TZVPD basis set.

```
17
Properties=species:S:1:pos:R:3:nbo_charge:R:1
H -0.90 3.27 -0.61 0.2245
H -2.62 -1.48 -0.33 0.4080
H -1.67 -0.63 -1.50 0.3982
H 0.97 -0.59 2.07 0.2148
C 1.11 0.21 1.35 -0.4165
H 2.03 -0.43 -0.99 0.2181
N 0.30 1.66 -0.71 -0.3134
H 2.17 0.37 1.14 0.2107
H 0.54 -0.79 -1.83 0.2032
H 1.06 -1.92 -0.58 0.2017
H 0.73 1.13 1.79 0.2204
N -1.73 -1.08 -0.60 -0.8403
O -1.46 -0.56 1.59 -0.5815
C -0.79 2.19 -0.50 -0.2059
N 0.33 -0.05 0.13 -0.3700
C -1.11 -0.42 0.44 0.8278
C 1.04 -0.87 -0.86 -0.3998
```

Calculated values
lowest unoccupied orbital energy	0.7714	eV
highest occupied orbital energy	-7.8498	eV
HOMO-LUMO gap	8.621	eV

=====

Of them, w has the highest stability.

=====

## w
Below is an isolated molecule of C6H7N, with properties calculated with ωB97M-V with the def2-TZVPD basis set.

```
14
Properties=species:S:1:pos:R:3:nbo_charge:R:1
H 2.06 1.00 1.04 0.2178
H -1.16 -1.70 -0.17 0.2508
C -0.50 -0.83 -0.27 -0.3181
C 0.07 1.39 0.32 -0.1877
H -1.78 0.91 -0.77 0.2280
C 1.09 0.63 0.71 -0.1858
H -1.78 0.47 0.94 0.2178
H 0.52 -1.30 1.60 0.2193
C -1.15 0.54 0.04 -0.4216
H 0.10 2.47 0.18 0.2220
N 0.25 -0.59 -2.77 -0.3334
C -0.07 -0.75 -1.67 0.2885
H 1.60 -1.39 0.19 0.2283
C 0.76 -0.84 0.63 -0.4258
```

Calculated values
lowest unoccupied orbital energy	0.9292	eV
highest occupied orbital energy	-9.7521	eV
HOMO-LUMO gap	10.681	eV
SMILES	N#CC1CC=CC1

=====

## x
Below is a cluster of 2 separate species, C6H7N in total, with properties calculated with ωB97M-V with the def2-TZVPD basis set.

```
14
Properties=species:S:1:pos:R:3:nbo_charge:R:1
H -3.88 -0.28 -1.00 0.2258
C 0.31 -1.01 1.24 -0.4593
C 0.90 -1.03 -0.16 0.2967
C -2.99 -0.11 -0.51 -0.2150
H 0.48 -0.27 2.11 0.2379
H 0.02 -2.02 1.56 0.2274
C -0.47 -0.56 0.04 -0.1093
C 0.94 1.84 0.02 -0.5189
H 1.67 -0.83 -1.98 0.3582
C -1.77 -0.24 -0.31 0.0313
N 1.86 -1.04 -1.03 -0.6284
H 0.82 2.40 1.02 0.1872
H 0.31 2.02 -0.80 0.1673
H 1.81 1.13 -0.20 0.1990
```

Calculated values
lowest unoccupied orbital energy (spin up / spin down)	-1.3014 / 0.1589	eV
highest occupied orbital energy (spin up / spin down)	-8.6930 / -8.2865	eV
HOMO-LUMO gap (spin up / spin down)	7.392 / 8.445	eV

=====

## y
Below is a structure of composition C6H7N, with properties calculated with ωB97M-V with the def2-TZVPD basis set.

```
14
Properties=species:S:1:pos:R:3:nbo_charge:R:1
C -0.63 1.24 0.00 -0.0581
N 0.19 0.42 1.45 -0.3417
H 1.45 1.73 0.41 0.2229
H 2.19 -0.58 -0.37 0.2228
H 1.19 -0.03 -1.74 0.2187
C 0.78 0.91 0.22 -0.1408
C 0.05 -1.17 -0.31 -0.1897
C -1.34 -0.04 -0.13 -0.2781
C 1.19 -0.25 -0.66 -0.4467
C -0.61 -0.72 0.93 -0.1333
H -2.39 -0.13 -0.42 0.2400
H 0.01 -2.20 -0.68 0.2350
H -1.09 -1.41 1.61 0.2190
H -1.00 2.22 -0.32 0.2301
```

Calculated values
lowest unoccupied orbital energy (spin up / spin down)	0.8386 / 0.8387	eV
highest occupied orbital energy (spin up / spin down)	-7.8772 / -7.8761	eV
HOMO-LUMO gap (spin up / spin down)	8.716 / 8.715	eV

=====

Of them, w has the highest stability.